Version a
A single C2H6N2O4 molecule, computed with ωB97M-V with the def2-TZVPD basis set.

Positions of all 14 atoms, in Å:
C  1.23  1.43  -0.71
H  -0.66  -1.23  2.10
H  1.85  0.81  -0.07
O  -0.92  -2.33  -0.97
H  -0.29  0.45  2.26
N  -0.12  -0.36  -0.51
H  1.02  2.32  -0.21
O  -1.41  -0.32  0.49
O  0.04  0.80  -1.19
H  -1.90  -0.08  2.34
O  0.48  -1.44  -2.31
H  1.94  1.75  -1.65
C  -1.05  -0.34  1.81
N  -0.20  -1.47  -1.36

Results
LUMO energy	0.1	eV
net charge	0
HOMO level	-10.678	eV
frontier orbital gap	0.3972	Eh
2S+1	1
structure (SMILES)	CON(OC)[N+](=O)[O-]

=====

Version b
A single C2H6N2O4 molecule, computed with ωB97M-V with the def2-TZVPD basis set.

Positions of all 14 atoms, in Å:
O  -0.60  -0.22  2.47
H  -1.84  -0.54  1.01
H  1.70  -1.37  -0.11
O  1.50  -0.10  1.95
H  -0.15  2.56  -1.42
H  -1.19  1.08  -1.58
C  -0.30  1.53  -1.36
N  0.34  -0.24  1.71
N  0.80  -1.30  -0.47
H  0.54  1.08  -2.03
O  0.12  0.95  -0.13
H  0.42  -2.25  -0.51
C  -0.03  -0.40  0.19
O  -1.32  -0.80  0.28

Results
LUMO energy	0.5	eV
net charge	0
HOMO level	-10.512	eV
frontier orbital gap	0.4043	Eh
2S+1	1
structure (SMILES)	CO[C@](N)(O)[N+](=O)[O-]

=====

Least stable: version a

=====

Version a
2 unconnected molecules or ions with the total composition C2H5IP2, computed with ωB97M-V with the def2-TZVPD basis set.

Positions of all 10 atoms, in Å:
H  -1.97  1.77  1.69
H  3.66  1.02  1.09
H  1.02  -1.76  -0.22
H  -3.50  1.38  0.42
C  0.22  -1.64  -0.90
P  -2.49  0.70  0.95
P  -1.32  0.92  -0.91
C  -0.43  -0.47  -0.84
I  4.86  0.61  0.17
H  -0.07  -2.54  -1.45

Results
LUMO energy	0.1	eV
net charge	0
HOMO level	-8.723	eV
frontier orbital gap	0.3246	Eh
2S+1	1
structure (SMILES)	C=C=P#[PH2].I

=====

Version b
2 unconnected molecules or ions with the total composition C2H5IP2, computed with ωB97M-V with the def2-TZVPD basis set.

Positions of all 10 atoms, in Å:
I  -2.18  -0.99  -1.03
H  -0.26  -1.51  0.94
C  -0.72  -0.74  0.44
H  -0.53  3.19  1.01
P  -1.43  2.29  0.47
C  1.24  -0.76  -0.68
H  0.88  -1.35  -1.48
P  -0.27  0.81  1.37
H  1.88  -1.17  -0.02
H  1.38  0.24  -1.03

Results
LUMO energy (spin up / spin down)	-0.9 / -0.9	eV
net charge	0
HOMO level (spin up / spin down)	-8.317 / -8.317	eV
frontier orbital gap (spin up / spin down)	0.2729 / 0.2728	Eh
2S+1	1

=====

Least stable: version b

=====

Version a
A molecular structure, C2H6N4O2, computed with ωB97M-V with the def2-TZVPD basis set.

Positions of all 14 atoms, in Å:
H  -0.77  -1.56  1.03
O  3.33  -0.25  -0.05
N  -0.42  1.17  -0.62
H  2.04  0.91  1.73
O  -1.35  1.91  0.16
H  -2.51  -1.31  -1.11
N  1.04  -0.61  -0.36
C  -0.30  -0.11  -0.37
H  1.04  -1.54  -0.83
H  -3.32  -0.56  0.08
N  -1.30  -0.78  0.57
C  2.26  0.11  0.40
H  -1.75  0.96  0.84
N  -2.51  -1.23  0.00

Results
LUMO energy	-0.3	eV
net charge	0
HOMO level	-9.192	eV
frontier orbital gap	0.3255	Eh
2S+1	1

=====

Version b
A single C2H6N4O2 molecule, computed with ωB97M-V with the def2-TZVPD basis set.

Positions of all 14 atoms, in Å:
N  -0.20  1.14  -0.18
C  0.42  0.05  0.08
H  2.19  1.00  0.24
H  -1.02  -1.33  -0.43
N  1.81  0.14  -0.02
C  -2.28  2.06  -0.18
H  -1.78  2.99  -0.08
H  0.73  -2.88  0.81
H  2.19  -1.68  -0.03
N  -0.28  -1.19  0.22
O  2.74  -0.88  0.09
O  0.53  -2.34  0.03
N  -1.67  0.97  -0.29
H  -3.36  1.96  -0.25

Results
LUMO energy	0.5	eV
net charge	0
HOMO level	-8.192	eV
frontier orbital gap	0.3209	Eh
2S+1	1
structure (SMILES)	C=NN=C(NO)NO

=====

Least stable: version a

=====

Version a
A molecular structure, C2H6N4O2, computed with ωB97M-V with the def2-TZVPD basis set.

Positions of all 14 atoms, in Å:
N  1.64  0.52  0.67
O  1.37  -1.43  -0.61
H  -3.10  0.07  -0.74
N  -0.28  -0.82  0.86
C  -1.97  0.25  -0.29
H  -1.29  -2.07  -0.22
N  -1.47  -1.01  0.29
C  0.95  -0.50  0.14
H  -1.38  1.97  -0.83
O  3.06  0.30  -0.03
H  -0.39  -0.17  1.72
H  2.68  0.05  -0.94
N  -1.09  1.18  -0.11
H  1.26  1.66  0.09

Results
LUMO energy	0.2	eV
net charge	0
HOMO level	-9.398	eV
frontier orbital gap	0.3542	Eh
2S+1	1

=====

Version b
A single C2H6N4O2 molecule, computed with ωB97M-V with the def2-TZVPD basis set.

Positions of all 14 atoms, in Å:
C  0.27  -0.73  -0.01
H  1.16  2.38  0.19
N  -0.25  -1.37  2.34
H  0.33  -0.31  -1.96
N  -0.10  -1.67  0.97
H  -1.29  1.34  -2.60
O  0.15  0.64  0.28
H  0.47  -0.89  2.89
H  0.10  -2.66  0.57
N  0.58  -1.05  -1.24
H  -0.96  -0.75  2.37
C  0.54  1.74  -0.47
O  -0.96  1.19  -1.75
N  -0.04  2.14  -1.58

Results
LUMO energy	0.7	eV
net charge	0
HOMO level	-9.098	eV
frontier orbital gap	0.3615	Eh
2S+1	1
structure (SMILES)	[H]/N=C(/NN)O/C=N\O

=====

Least stable: version a

=====

Version a
A single C2H8N2OP2 molecule, computed with ωB97M-V with the def2-TZVPD basis set.

Positions of all 15 atoms, in Å:
H  -2.02  0.73  -0.93
O  2.23  -0.48  2.25
N  -0.28  0.03  -0.19
P  0.94  -0.21  -1.47
H  -0.45  -2.05  -0.35
C  -0.97  -1.25  0.22
H  -1.82  1.16  0.55
H  -0.97  2.02  -0.81
C  -1.25  1.02  -0.31
H  2.06  1.34  0.80
H  -0.87  -1.59  1.33
P  2.00  0.04  0.93
H  -2.04  -1.23  -0.10
N  2.12  -0.81  -0.44
H  1.30  1.28  -1.48

Results
LUMO energy	0.2	eV
net charge	0
HOMO level	-8.797	eV
frontier orbital gap	0.3303	Eh
2S+1	1
structure (SMILES)	CN(C)[P@@H]1=N[P@@H]1=O

=====

Version b
A molecular structure, C2H8N2OP2, computed with ωB97M-V with the def2-TZVPD basis set.

Positions of all 15 atoms, in Å:
H  -0.52  0.43  -1.60
P  -0.34  0.10  1.36
H  2.59  -0.44  0.08
H  1.79  -1.81  -0.52
N  0.61  -0.34  0.09
C  1.81  -1.06  0.29
H  1.20  -0.44  -1.88
P  -2.44  1.24  -0.27
H  -3.59  1.93  0.23
H  1.88  -1.50  1.21
H  1.07  1.25  -1.26
O  0.02  -0.39  2.69
C  0.60  0.26  -1.19
N  -1.69  0.81  1.18
H  -2.97  -0.05  -0.41

Results
LUMO energy	0.4	eV
net charge	0
HOMO level	-8.582	eV
frontier orbital gap	0.3302	Eh
2S+1	1

=====

Least stable: version a

=====

Version a
2 unconnected molecules or ions with the total composition CHCl3S, computed with ωB97M-V with the def2-TZVPD basis set.

Positions of all 6 atoms, in Å:
H  0.14  1.74  0.94
Cl  -2.07  1.23  0.37
S  0.14  1.41  -1.47
Cl  1.84  -3.46  -0.48
Cl  0.41  -2.44  0.59
C  -0.47  1.52  0.04

Results
LUMO energy	-1.5	eV
net charge	0
HOMO level	-9.346	eV
frontier orbital gap	0.2866	Eh
2S+1	1
structure (SMILES)	S=CCl.ClCl

=====

Version b
2 unconnected molecules or ions with the total composition CHCl3S, computed with ωB97M-V with the def2-TZVPD basis set.

Positions of all 6 atoms, in Å:
H  -0.96  1.58  1.00
Cl  -1.01  0.72  -1.23
Cl  2.75  -1.80  -0.08
C  -1.29  0.60  0.52
Cl  2.28  -0.41  -1.47
S  -1.78  -0.70  1.27

Results
LUMO energy	-1.2	eV
net charge	0
HOMO level	-9.565	eV
frontier orbital gap	0.3073	Eh
2S+1	1
structure (SMILES)	S=CCl.ClCl

=====

Least stable: version a